1.
30
Properties=species:S:1:pos:R:3 method="wB97M-V/def2-TZVPD" orbital_gap_ev="6.56 / 5.86" total_charge=+3 e_above_lowest_kj_mol=42.3 energy_ev=-32160.8537 e_lumo_ev="-12.34 / -12.79"
Tl 1.98 0.35 1.87
O -0.73 1.67 2.66
S -1.97 2.03 3.39
C -2.62 3.65 2.84
C -3.88 3.29 2.05
C -3.82 1.82 1.60
C -3.35 1.00 2.79
H -1.81 4.10 2.27
H -2.82 4.25 3.73
H -3.95 3.94 1.17
H -4.77 3.45 2.65
H -3.16 1.69 0.74
H -4.82 1.49 1.30
H -2.94 0.01 2.59
H -4.10 0.94 3.59
N 4.44 -1.01 -2.55
C 4.22 -0.39 -1.41
N 3.13 -0.84 -0.75
C 2.67 -1.86 -1.50
C 1.55 -2.73 -1.30
C 1.22 -3.61 -2.29
C 2.01 -3.69 -3.46
C 3.13 -2.83 -3.69
C 3.47 -1.99 -2.68
H 5.21 -0.83 -3.19
H 4.85 0.41 -1.05
H 1.03 -2.74 -0.35
H 0.39 -4.29 -2.17
H 1.78 -4.45 -4.20
H 3.63 -2.83 -4.65

2.
28
Properties=species:S:1:pos:R:3 method="wB97M-V/def2-TZVPD" orbital_gap_ev="7.78 / 7.79" total_charge=0 e_above_lowest_kj_mol=103.1 energy_ev=-24457.5203 e_lumo_ev="-0.18 / -0.17"
C -3.35 1.57 -1.77
C -3.34 0.26 -2.16
C -2.45 1.95 -0.75
C -2.48 -0.67 -1.55
C -1.54 1.10 -0.22
C -1.59 -0.32 -0.63
C -0.50 1.39 0.82
C 0.58 0.32 0.83
C 1.52 0.26 -0.33
C 2.93 0.61 0.02
C 0.85 -3.11 0.91
N -0.80 -1.22 0.03
O 1.57 -1.15 -0.89
P 0.38 -2.18 -0.68
H -4.09 2.30 -1.75
H -4.04 -0.14 -2.84
H -2.33 3.08 -0.58
H -2.57 -1.64 -1.96
H -0.17 2.33 0.64
H -1.01 1.45 1.84
H 0.90 -0.09 1.73
H 1.14 0.84 -1.14
H 3.10 0.46 1.11
H 3.03 1.76 -0.34
H 3.54 -0.05 -0.63
H 1.32 -4.12 0.67
H 0.13 -3.44 1.68
H 1.60 -2.63 1.60